Record 1
Entry from OMol25: a molecular structure, C25H28ClMnN6O13S (ωB97M-V/def2-TZVPD).

Values from the calculation:
Kohn-Sham gap (spin up / spin down) ... 7.21 / 7.41 eV
Expectation value of S² ... 8.752
2S+1 ... 6
Charge ... -1

Atoms and positions in Å:
Mn: 0.4799 0.4297 1.6840
O: -1.8168 0.6849 1.8657
C: -2.2287 0.4909 3.2327
C: -1.7167 -0.8368 3.7736
N: -0.2912 -0.9645 3.7488
C: 0.3567 -0.3983 4.9379
C: 0.6513 1.1064 4.6870
O: 0.4507 1.8318 5.6344
O: 0.9581 1.4149 3.5108
C: 0.0634 -2.3444 3.4436
C: -0.3585 -2.5621 1.9731
O: -0.8657 -3.6579 1.6861
O: -0.1148 -1.5795 1.2013
H: -2.1012 -0.0560 1.3075
H: -3.3255 0.5125 3.3378
H: -1.8090 1.3314 3.7431
H: -2.1555 -1.6280 3.1725
H: -2.1304 -1.0400 4.7799
H: 1.3473 -0.7984 5.1202
H: -0.3465 -0.4354 5.7926
H: -0.4174 -3.1078 4.0575
H: 1.1306 -2.4418 3.5005
O: 5.0817 3.9606 0.3180
C: 5.5246 2.7786 0.6049
O: 6.7054 2.5155 0.6948
C: 4.5355 1.6932 0.8116
C: 4.8431 0.4024 1.1311
Cl: 6.3677 -0.3751 1.2544
N: 3.6887 -0.2822 1.2645
N: 2.6417 0.5212 1.0435
C: 3.1023 1.7363 0.8097
C: 2.0747 2.8450 0.6450
O: 2.4888 4.0113 0.3903
O: 0.9125 2.4050 0.7034
C: 3.4593 -1.6681 1.5115
C: 2.6449 -2.4049 0.6585
C: 2.4219 -3.7132 0.9489
C: 3.0134 -4.3225 2.0451
C: 3.8349 -3.5641 2.8658
C: 4.0528 -2.2235 2.6146
H: 4.0892 4.0291 0.3075
H: 2.1708 -1.8900 -0.1595
H: 1.6637 -4.2394 0.3917
H: 2.7343 -5.3391 2.2650
H: 4.3363 -4.0225 3.7643
H: 4.5753 -1.5710 3.3103
C: -6.3887 2.4173 -5.5109
C: -5.0057 2.5091 -4.8138
S: -4.2716 0.8881 -4.7774
O: -3.9595 0.4801 -6.1325
O: -5.1704 0.0541 -3.9803
C: -2.7357 1.0995 -3.8519
C: -1.9405 -0.2104 -3.9991
N: -0.7798 -0.1343 -3.0868
C: -0.9159 -0.3884 -1.7551
N: 0.0169 0.1623 -1.0239
C: 0.8315 0.8205 -1.9010
C: 0.3616 0.6485 -3.1881
N: 0.8788 1.1462 -4.4186
O: 0.1531 1.0793 -5.4029
O: 2.0169 1.5847 -4.4012
C: -1.9864 -1.2699 -1.2248
H: -6.7477 3.4537 -5.6975
H: -7.0854 1.8508 -4.8964
H: -6.2544 1.9391 -6.4646
H: -4.9718 2.9469 -3.8538
H: -4.2934 3.0424 -5.4171
H: -3.0865 1.3254 -2.8365
H: -2.1873 1.9367 -4.2975
H: -1.6275 -0.3916 -5.0163
H: -2.5285 -1.0396 -3.5660
H: 1.7468 1.2887 -1.5524
H: -1.9675 -2.1896 -1.8243
H: -2.9778 -0.7911 -1.3357
H: -1.8470 -1.4927 -0.1597


Record 2
Entry from OMol25: a single C25H28ClN5O4S molecule (ωB97M-V/def2-TZVPD).

Values from the calculation:
SMILES ... CN1CCN(C(=O)/C(=C/c2cn(S(=O)(=O)N(C)C)c3ccccc23)NC(=O)c2ccccc2Cl)CC1
Kohn-Sham gap ... 8.05 eV
Charge ... 0

Atoms and positions in Å:
C: -5.9461 -1.1573 -2.1312
N: -4.9209 -1.7871 -1.3287
C: -3.6091 -1.2255 -1.6034
C: -2.5461 -2.0045 -0.8248
N: -2.8449 -1.9680 0.5852
C: -2.1959 -1.2182 1.4968
O: -2.5702 -1.0732 2.6447
C: -0.8559 -0.6559 1.0829
C: 0.2423 -1.4310 1.0627
C: 1.5943 -0.9720 0.8412
C: 2.0374 0.1123 0.1322
N: 3.4118 0.2221 0.2029
S: 4.2807 1.3086 -0.7583
O: 3.3927 2.3884 -1.0254
O: 5.5341 1.5466 -0.1324
N: 4.5486 0.4972 -2.1763
C: 5.4998 -0.5842 -2.0933
C: 3.3607 0.2268 -2.9480
C: 3.8829 -0.8264 0.9685
C: 5.1792 -1.1394 1.3479
C: 5.3555 -2.2604 2.1345
C: 4.2735 -3.0438 2.5395
C: 2.9826 -2.7232 2.1779
C: 2.7760 -1.6022 1.3788
N: -0.7875 0.7210 0.9445
C: -1.8631 1.5327 0.7727
O: -2.9789 1.1038 0.5439
C: -1.5811 3.0024 0.7660
C: -2.5042 3.7712 0.0528
C: -2.3877 5.1413 -0.0542
C: -1.3316 5.7854 0.5689
C: -0.4146 5.0519 1.2981
C: -0.5331 3.6729 1.3995
Cl: 0.6596 2.8773 2.3861
C: -4.1706 -2.4651 0.8848
C: -5.2072 -1.6714 0.0934
H: -6.0370 -0.0780 -1.9340
H: -5.7117 -1.3007 -3.1855
H: -6.9034 -1.6316 -1.9199
H: -3.5563 -0.1645 -1.3078
H: -3.4094 -1.3077 -2.6748
H: -2.5575 -3.0511 -1.1492
H: -1.5580 -1.5803 -1.0073
H: 0.1271 -2.4810 1.2850
H: 1.5175 0.8318 -0.4690
H: 5.0571 -1.4944 -1.6708
H: 5.8807 -0.8005 -3.0912
H: 6.3170 -0.2493 -1.4609
H: 3.6433 0.0373 -3.9833
H: 2.7354 1.1145 -2.9025
H: 2.8050 -0.6377 -2.5631
H: 6.0047 -0.5127 1.0523
H: 6.3511 -2.5341 2.4495
H: 4.4553 -3.9104 3.1572
H: 2.1478 -3.3208 2.5102
H: 0.1246 1.1358 1.0995
H: -3.3252 3.2481 -0.4144
H: -3.1161 5.7045 -0.6166
H: -1.2229 6.8566 0.4969
H: 0.4036 5.5462 1.7985
H: -4.3373 -2.3541 1.9567
H: -4.2181 -3.5219 0.6042
H: -6.2031 -2.0768 0.2838
H: -5.1771 -0.6206 0.4257


Record 3
Entry from OMol25: a molecular structure, C25H28F5MnO2S (ωB97M-V/def2-TZVPD).

Values from the calculation:
Kohn-Sham gap (spin up / spin down) ... 6.02 / 4.12 eV
Expectation value of S² ... 6.093
2S+1 ... 5
Charge ... 0

Atoms and positions in Å:
O: 0.1895 -0.1639 -5.3409
C: 0.0818 1.1698 -5.9636
C: -0.0962 0.6442 -7.3949
H: 1.0087 1.7411 -5.8285
H: -0.7904 1.7177 -5.5916
C: 0.0694 -0.7211 -6.6950
H: 0.6974 0.9260 -8.0680
H: -1.0725 0.8479 -7.8128
C: 1.3351 -1.4547 -7.0893
H: 2.2150 -0.8020 -7.0389
H: 1.2624 -1.8474 -8.1164
H: 1.4948 -2.3094 -6.4198
C: -1.1365 -1.6209 -6.8051
H: -2.0532 -1.0909 -6.5133
H: -0.9994 -2.5033 -6.1676
H: -1.2670 -1.9793 -7.8384
Mn: -0.4247 -0.7006 2.5224
C: -2.2549 -1.0404 3.3813
C: -2.0983 0.3710 3.5242
C: -1.9914 0.9520 2.2196
H: -2.1576 0.9250 4.4648
C: -2.0883 -0.0830 1.2517
C: -2.2384 -1.3398 1.9424
H: -2.3621 -2.3077 1.4691
H: -2.4777 -1.7344 4.1837
H: -1.9819 2.0261 2.0067
H: -2.2424 0.0671 0.1822
C: 0.7635 -2.0326 3.7364
C: -0.1045 -2.7068 2.8157
C: 0.2862 -2.3315 1.4721
H: -0.8420 -3.4689 3.0953
C: 1.4267 -1.4726 1.5860
C: 1.7153 -1.2829 2.9731
H: 2.5649 -0.7352 3.3707
H: 0.7946 -2.1724 4.8183
H: -0.1098 -2.7257 0.5310
H: 2.0484 -1.1190 0.7649
O: 0.7331 0.2798 -0.6980
C: -0.0533 -0.5088 -1.6091
C: -0.5434 0.4281 -2.7053
H: -0.9072 -1.0144 -1.1109
H: 0.6121 -1.2877 -2.0152
C: 0.3163 1.7184 -2.4874
H: -1.6134 0.6607 -2.5687
H: -0.3851 -0.0448 -3.6793
C: 0.4986 1.6785 -0.9746
H: -0.1468 2.6362 -2.8825
H: 1.3115 1.5543 -2.9489
H: -0.4142 2.0719 -0.4805
H: 1.3710 2.2143 -0.5864
F: 1.2365 2.0238 9.4880
C: 1.1428 1.8299 8.1623
C: 1.7986 2.7027 7.2868
F: 2.5346 3.7294 7.7766
C: 1.6607 2.5194 5.9243
F: 2.3096 3.3505 5.0774
C: 0.8613 1.4904 5.3807
S: 0.6752 1.3948 3.6787
C: 0.2492 0.6192 6.3000
F: -0.5060 -0.4290 5.8759
C: 0.3717 0.7850 7.6689
F: -0.2779 -0.0441 8.4998